The following is a quantum chemistry calculation of C7H10N2O as an isolated structure at a distorted geometry, from the Open Molecules 2025 dataset.

```
20
Properties=species:S:1:pos:R:3:forces:R:3
N 1.57909 -1.45259 -1.29747 1.7 0.7 0.5
C 0.60701 -0.82928 -0.84333 4.3 0.1 3.2
C -0.82689 -1.10100 -0.60581 -0.3 1.0 -0.7
C -1.51317 -2.49102 -0.68738 0.1 -0.3 -0.1
C -2.51585 -1.70858 0.21039 -0.2 -0.2 0.0
N -1.35390 -0.95210 0.78841 0.2 0.3 0.1
C -3.09784 -0.69735 -0.79041 -0.3 -0.1 -0.1
C -2.68266 0.74255 -0.67593 0.0 0.2 0.1
C -1.80952 -0.22669 -1.42229 -0.2 -0.1 -0.1
H -1.84763 -2.84498 -1.67151 0.1 0.1 0.2
H -0.96249 -3.26952 -0.14323 -0.1 0.2 -0.1
H -3.19291 -2.20036 0.91640 0.2 0.1 -0.2
H -0.83906 -1.59913 1.38528 0.0 0.0 -0.1
H -3.96625 -0.98533 -1.38274 0.3 0.1 0.2
H -3.23704 1.43916 -1.30688 0.2 -0.2 0.2
H -2.36162 1.14603 0.28272 0.0 -0.2 -0.3
H -1.66615 -0.15642 -2.50011 0.0 0.0 0.3
O 1.45999 0.10058 0.26910 -4.0 -0.1 -0.5
H 0.82783 0.13165 1.00874 0.5 0.5 0.4
H 2.43181 -0.88632 -0.55977 -2.4 -2.2 -3.0
```
Positions in Å, forces in eV/Å.

Its net charge is 0. The calculation puts the lowest unoccupied orbital energy at 0.80 eV. The energy above the lowest of the compared OMol25 structures with the same formula, charge and spin is 131.5 kcal per mole. The value obtained for the HOMO energy is -9.7 eV.